1.
Below is C38H43N9O6PbS2 as an isolated structure, with properties calculated with ωB97M-V with the def2-TZVPD basis set.

Each line ends with the Mulliken charge.
Cartesian coordinates (Å):
Pb 0.4273 -0.9968 -0.4653  1.01
C -3.4028 1.8550 3.8326  -0.81
O -2.4553 0.7548 3.9037  -0.33
C -1.6390 0.6633 4.9113  0.76
C -1.6027 1.5661 5.9926  -0.70
C -0.6812 1.3989 6.9900  -0.51
C 0.2703 0.3412 6.9841  -1.03
C 0.2432 -0.5583 5.9745  -0.15
C -0.7241 -0.4426 4.9319  0.81
N -0.8944 -1.3700 3.9812  -0.48
N -0.3932 -2.4923 4.0487  0.21
C 0.3627 -3.3591 3.5062  0.36
C 1.3899 -2.8988 2.4935  0.73
O 1.5415 -1.7077 2.2700  -0.71
C 2.0846 -3.9503 1.7714  -0.80
C 1.8657 -5.2474 2.0370  -0.70
C 0.9319 -5.7168 3.0557  0.87
C 0.7484 -7.0755 3.2783  -0.82
C -0.1370 -7.5111 4.2538  -0.65
C -0.8367 -6.5893 5.0187  -0.72
C -0.6715 -5.2302 4.7965  -0.55
C 0.1983 -4.7906 3.8089  0.51
H -2.8711 2.8010 3.9131  0.44
H -3.8675 1.7738 2.8594  0.06
H -4.1500 1.7520 4.6205  0.45
H -2.3047 2.3848 6.0384  0.47
H -0.6840 2.0969 7.8182  0.41
H 0.9882 0.2540 7.7866  0.42
H 0.9282 -1.3975 5.9586  0.43
H 2.7758 -3.6185 1.0060  0.74
H 2.4086 -6.0021 1.4790  0.44
H 1.2998 -7.7919 2.6818  0.46
H -0.2792 -8.5702 4.4191  0.43
H -1.5112 -6.9289 5.7927  0.43
H -1.2197 -4.5130 5.3953  0.47
C -0.0676 6.1290 -3.8812  -1.58
C -1.0144 5.3223 -3.0370  0.80
C -2.2452 4.9071 -3.5363  -0.56
C -3.1169 4.1593 -2.7583  -0.73
C -2.7456 3.8138 -1.4681  0.16
C -1.5302 4.2312 -0.9390  -0.35
C -0.6757 4.9818 -1.7260  -0.77
S -3.8472 2.8668 -0.4672  1.36
O -5.1649 2.9826 -1.0087  -0.73
O -3.5553 3.2147 0.8986  -0.65
N -3.3948 1.2996 -0.6082  -0.11
C -3.7571 0.5206 -1.7958  -1.65
C -2.7160 0.5972 -2.9224  1.25
C -1.3857 0.0102 -2.5231  1.88
O -1.5215 -1.4766 -2.2689  -0.49
O -0.7890 0.5737 -1.4368  -0.98
H -0.5026 6.3667 -4.8505  0.36
H 0.8617 5.5814 -4.0505  0.32
H 0.1933 7.0660 -3.3872  0.42
H -2.5338 5.1872 -4.5425  0.38
H -4.0910 3.8709 -3.1338  0.49
H -1.2842 3.9877 0.0877  0.47
H 0.2633 5.3341 -1.3132  0.43
H -2.4090 1.1944 -0.3864  0.37
H -4.7161 0.8891 -2.1533  0.51
H -3.8979 -0.5161 -1.4877  0.41
H -2.5625 1.6379 -3.2032  -0.54
H -3.0791 0.0497 -3.7911  -0.06
C -1.2090 2.0914 -5.8109  -1.09
C -1.2081 0.8058 -6.6384  0.88
C -2.5872 0.1726 -6.7903  -1.54
C -0.1800 -0.1955 -6.1228  -1.05
N -0.5163 -0.8800 -4.8667  0.94
C -0.2673 -0.3628 -3.5463  -1.27
N -0.1607 -1.6331 -2.7781  0.34
N -0.1455 -2.7124 -3.7406  -0.75
N -0.3532 -2.2114 -4.8624  -0.38
H -2.0590 2.7241 -6.0699  0.35
H -0.2989 2.6685 -5.9884  0.41
H -1.2636 1.8953 -4.7386  -0.13
H -0.8538 1.0668 -7.6397  0.38
H -2.9413 -0.2608 -5.8543  0.23
H -2.5710 -0.6262 -7.5336  0.42
H -3.3168 0.9152 -7.1135  0.44
H 0.7895 0.2991 -5.9909  0.36
H -0.0460 -0.9991 -6.8438  0.56
H 0.6038 0.2974 -3.5032  0.15
C 6.2240 1.8903 1.9347  -1.42
C 5.5746 0.6439 1.4419  0.81
C 5.9210 -0.6284 1.8042  -0.90
C 5.2628 -1.7025 1.1868  1.12
N 4.2745 -1.5240 0.3080  -0.21
C 3.9354 -0.2885 -0.0354  -0.02
S 2.7908 0.0897 -1.2602  -0.52
N 4.5853 0.7700 0.5266  -0.02
C 5.6658 -3.1090 1.4823  -1.46
H 6.9013 1.6705 2.7551  0.36
H 5.4794 2.6131 2.2713  0.39
H 6.8004 2.3497 1.1285  0.36
H 6.7042 -0.7956 2.5291  0.45
H 4.3172 1.6889 0.1980  0.29
H 6.7454 -3.1840 1.6055  0.50
H 5.3404 -3.7684 0.6821  0.36
H 5.2083 -3.4360 2.4201  0.27

Calculated values
ΔE to the lowest compared entry with this formula, charge and spin: 0.0 kcal/mol
multiplicity: 1
total charge: +2
LUMO: -7.1 eV


2.
Below is C38H44N3NiO3SSi as an isolated structure, with properties calculated with ωB97M-V with the def2-TZVPD basis set.

Each line ends with the Mulliken charge.
Cartesian coordinates (Å):
Ni -0.9410 1.1796 -0.2581  -1.15
N -10.8371 -1.4755 -0.3918  -0.57
C -9.7350 -1.1500 -0.3422  -0.02
C -8.3668 -0.7482 -0.2858  0.58
C -7.3805 -1.5293 -0.8913  -0.89
C -6.0569 -1.1381 -0.8361  -0.13
C -5.6870 0.0451 -0.1976  -0.80
C -6.6801 0.8209 0.4019  -0.25
C -8.0039 0.4316 0.3676  -0.87
C -4.2670 0.4580 -0.1299  1.07
C -3.9156 1.6856 -0.7082  0.55
C -4.7993 2.5776 -1.3790  -0.50
C -4.0555 3.6826 -1.7218  -1.21
C -2.7448 3.4221 -1.2737  -0.30
N -2.6436 2.2360 -0.6873  0.33
C -3.4006 -0.3893 0.5666  0.14
C -3.7606 -1.5398 1.3273  -0.68
C -2.6082 -1.9828 1.9341  -1.41
C -1.5852 -1.0946 1.5314  0.15
N -2.0506 -0.1536 0.7274  0.09
H -7.6667 -2.4386 -1.4027  0.44
H -5.2925 -1.7446 -1.3042  0.59
H -6.3939 1.7291 0.9154  0.55
H -8.7668 1.0294 0.8482  0.43
H -5.8462 2.4112 -1.5738  0.54
H -4.3922 4.5673 -2.2388  0.44
H -1.8978 4.0858 -1.3562  0.50
H -4.7483 -1.9625 1.4220  0.52
H -2.5019 -2.8241 2.6015  0.48
H -0.5410 -1.1145 1.8039  0.04
C 2.9384 -2.8521 -1.3244  -1.65
C 3.4683 -1.5249 -0.7877  1.72
C 4.9514 -1.6698 -0.4293  -1.69
C 3.2833 -0.4240 -1.8300  -1.13
O 2.6941 -1.2430 0.3785  0.56
Si 2.4779 0.0986 1.2896  -0.97
S 1.0560 1.4689 0.6294  -0.33
O 2.0099 -0.4381 2.7693  -0.16
C 2.2995 -1.6122 3.5200  2.01
C 1.8884 -1.2994 4.9570  -1.83
C 1.4836 -2.7943 2.9895  -1.51
C 3.7898 -1.9535 3.4676  -1.31
O 3.9564 0.8201 1.3477  0.85
C 4.5083 1.9318 2.0501  1.51
C 3.5408 2.5501 3.0583  -1.33
C 5.7525 1.4233 2.7807  -1.62
C 4.9082 2.9655 0.9989  -1.76
H 3.5031 -3.1534 -2.2086  0.41
H 1.8853 -2.7499 -1.5918  0.20
H 3.0320 -3.6270 -0.5607  0.33
H 5.5464 -1.8450 -1.3279  0.50
H 5.0972 -2.5101 0.2536  0.34
H 5.2960 -0.7613 0.0578  0.07
H 3.8204 -0.6794 -2.7455  0.55
H 3.6698 0.5218 -1.4440  0.13
H 2.2255 -0.2934 -2.0613  0.11
H 0.8639 -0.9265 4.9674  0.38
H 2.5411 -0.5316 5.3768  0.36
H 1.9502 -2.1972 5.5757  0.40
H 0.4249 -2.6639 3.2191  0.32
H 1.8274 -3.7243 3.4466  0.52
H 1.6058 -2.8658 1.9085  0.09
H 4.3840 -1.1298 3.8661  0.10
H 4.0910 -2.1326 2.4364  0.09
H 3.9932 -2.8486 4.0585  0.53
H 3.1680 1.7810 3.7367  0.13
H 2.6874 2.9868 2.5437  0.30
H 4.0462 3.3247 3.6389  0.52
H 5.4729 0.6360 3.4818  0.27
H 6.2307 2.2328 3.3355  0.45
H 6.4680 1.0138 2.0650  0.29
H 4.0217 3.2813 0.4470  0.32
H 5.6197 2.5251 0.2977  0.31
H 5.3664 3.8378 1.4699  0.46
C -0.2305 2.1728 -5.6811  -0.41
C -0.1203 2.8987 -4.4776  -0.94
C -0.2165 2.2508 -3.2777  -0.46
C -0.4389 0.8541 -3.2003  1.57
C -0.5826 0.1915 -1.9403  -0.18
C -0.5757 -1.1855 -1.9477  -0.08
C -0.5155 -1.9255 -3.1499  -0.88
C -0.5018 -1.2952 -4.3617  -0.96
C -0.4561 0.1164 -4.4197  1.11
C -0.3768 0.8149 -5.6498  -0.88
H -0.1752 2.6936 -6.6300  0.38
H 0.0470 3.9688 -4.5188  0.37
H -0.0838 2.7823 -2.3441  0.44
H -0.6413 -1.7348 -1.0124  0.26
H -0.4913 -3.0107 -3.1054  0.46
H -0.5026 -1.8584 -5.2893  0.32
H -0.4169 0.2414 -6.5709  0.36

Calculated values
multiplicity: 3
total charge: -1
LUMO (spin up / spin down): 1.6 / 1.6 eV
expectation value of S²: 2.010


3.
Below is C38H44N3O9PPt as an isolated structure, with properties calculated with ωB97M-V with the def2-TZVPD basis set.

Each line ends with the Mulliken charge.
Cartesian coordinates (Å):
Pt -1.4840 -1.0497 2.2692  0.72
C 2.7716 -0.0372 2.6979  -0.40
O 2.9737 -1.0152 3.7280  -0.56
C 2.3399 -2.2167 3.5811  0.69
C 3.0561 -3.3475 3.8762  -0.60
C 2.4662 -4.6189 3.8139  -0.66
C 1.1554 -4.7134 3.4300  -1.06
C 0.3826 -3.5755 3.1188  0.63
C -0.9752 -3.8352 2.7192  -0.17
N -1.8316 -2.9438 2.3818  0.60
N -3.1039 -3.3608 1.9901  -0.95
C -3.7834 -2.3280 1.5761  0.10
O -3.3638 -1.1095 1.5436  -0.34
C -5.1787 -2.5561 1.0981  0.23
C -5.7302 -3.8335 1.0431  -0.36
C -7.0312 -4.0126 0.5996  -0.58
C -7.7935 -2.9185 0.2065  -0.32
C -7.2449 -1.6448 0.2588  -0.49
C -5.9423 -1.4630 0.7025  -0.61
C 0.9544 -2.2775 3.2124  0.70
O 0.3488 -1.1471 3.0253  -1.24
H 3.7381 0.4469 2.5407  0.33
H 2.0314 0.6904 3.0190  0.26
H 2.4284 -0.4872 1.7654  0.02
H 4.0970 -3.2242 4.1518  0.41
H 3.0434 -5.5058 4.0430  0.35
H 0.6829 -5.6865 3.3471  0.28
H -1.3126 -4.8671 2.6786  0.33
H -5.1201 -4.6719 1.3496  0.44
H -7.4528 -5.0101 0.5573  0.36
H -8.8105 -3.0603 -0.1406  0.36
H -7.8326 -0.7875 -0.0473  0.39
H -5.4926 -0.4802 0.7517  0.68
C 0.2578 4.3462 -0.5272  -1.78
C -0.0756 2.9939 0.0936  1.74
C -0.8518 2.1324 -0.8967  -1.02
C 1.1949 2.2860 0.5363  -0.80
O -0.8650 3.3366 1.2577  -0.47
P -1.7053 2.3273 2.1972  0.17
O -1.7635 2.8965 3.5562  -0.93
O -1.1869 0.9438 1.9216  0.79
O -3.1688 2.3131 1.4900  -0.20
C -4.0873 3.3982 1.3497  1.86
C -5.4663 2.7558 1.4640  -1.68
C -3.9329 4.4901 2.4050  -1.83
C -3.8962 3.9938 -0.0436  -1.46
H 0.9070 4.2106 -1.3953  0.23
H 0.7715 4.9751 0.2019  0.43
H -0.6537 4.8575 -0.8455  0.38
H -0.2576 2.0106 -1.8064  0.50
H -1.7992 2.6087 -1.1570  0.20
H -1.0406 1.1423 -0.4863  -0.06
H 1.8735 2.1765 -0.3140  0.08
H 0.9609 1.2928 0.9113  -0.36
H 1.6931 2.8734 1.3112  0.47
H -5.5884 2.3191 2.4558  0.44
H -5.5634 1.9572 0.7268  0.28
H -6.2544 3.4949 1.2970  0.40
H -4.0129 4.0753 3.4076  0.39
H -4.7160 5.2377 2.2466  0.47
H -2.9584 4.9719 2.3316  0.30
H -4.0044 3.2149 -0.8004  0.29
H -2.8978 4.4243 -0.1285  0.14
H -4.6376 4.7757 -0.2304  0.47
C 7.0993 1.6798 -3.5422  -1.66
C 5.6035 1.7832 -3.3861  1.22
C 4.9597 2.9641 -3.7372  -0.84
C 3.5889 3.0935 -3.5595  -0.92
C 2.8552 2.0276 -3.0772  -0.47
C 3.4774 0.8200 -2.7397  -0.40
N 2.6927 -0.2066 -2.2296  0.53
C 2.6067 -1.4954 -2.7090  0.60
C 3.2614 -1.9079 -3.8776  -0.50
C 3.1352 -3.2098 -4.3372  -0.66
C 2.3486 -4.1248 -3.6538  -0.72
C 1.6754 -3.7060 -2.5104  -0.30
C 1.7777 -2.4147 -2.0215  -0.09
C 0.9444 -2.0334 -0.7802  0.14
O 0.3189 -2.9416 -0.2241  -0.82
O 0.9737 -0.8081 -0.4475  -0.58
C 4.8748 0.7115 -2.8559  1.25
C 5.5861 -0.5104 -2.3441  -1.76
H 7.4874 2.5394 -4.0898  0.38
H 7.3879 0.7729 -4.0776  0.31
H 7.5996 1.6487 -2.5705  0.33
H 5.5392 3.7887 -4.1380  0.30
H 3.0903 4.0214 -3.8138  0.40
H 1.7807 2.0984 -2.9587  0.45
H 1.9762 -0.0667 -1.4749  -0.13
H 3.8546 -1.1916 -4.4338  0.53
H 3.6525 -3.5040 -5.2448  0.36
H 2.2491 -5.1428 -4.0114  0.36
H 1.0361 -4.3771 -1.9497  0.47
H 4.9561 -1.0440 -1.6345  0.33
H 6.5154 -0.2344 -1.8429  0.54
H 5.8346 -1.2136 -3.1443  0.35

Calculated values
ΔE to the lowest compared entry with this formula, charge and spin: 15.0 kcal/mol
multiplicity: 1
total charge: -2
LUMO: 4.1 eV


- Number 1 is which compound?
  C38H43N9O6PbS2


- What is the formula in the third record?
  C38H44N3O9PPt